Formula: C42H47BaN5O2P3
Source: the Open Molecules 2025 dataset
Level of theory: ωB97M-V with the def2-TZVPD basis set

XYZ file:
```
100
Properties=species:S:1:pos:R:3:forces:R:3
Ba -0.442 0.234 0.154 -0.03 -0.19 0.15
C -1.574 -4.478 -1.289 -0.04 -0.04 0.09
C -0.541 -4.848 -2.138 0.03 -0.01 -0.03
C 0.431 -3.920 -2.456 0.03 0.06 0.00
C 0.352 -2.631 -1.929 -0.12 -0.07 0.05
N -0.624 -2.297 -1.071 0.05 0.12 0.05
C -1.556 -3.200 -0.768 0.02 -0.06 -0.09
C 1.286 -1.549 -2.339 0.05 0.12 -0.10
C 1.783 -1.573 -3.622 -0.02 -0.08 0.06
C 2.823 -0.648 -3.935 -0.02 0.04 0.08
C 3.079 0.382 -3.107 -0.01 -0.05 -0.03
C 2.100 0.632 -1.985 -0.22 -0.16 -0.29
N 1.544 -0.602 -1.417 0.23 0.25 -0.16
C 2.674 1.455 -0.857 0.13 0.17 0.30
C 4.036 1.578 -0.612 0.01 0.00 -0.07
C 4.463 2.375 0.435 0.02 -0.01 -0.02
C 3.523 3.034 1.213 -0.08 0.03 0.00
C 2.185 2.829 0.928 0.13 -0.02 0.01
N 1.769 2.051 -0.071 -0.11 -0.05 -0.04
H -2.365 -5.167 -1.024 0.01 0.00 -0.01
H -0.497 -5.848 -2.548 0.00 0.00 0.00
H 1.257 -4.174 -3.104 -0.01 -0.02 0.00
H -2.329 -2.870 -0.086 -0.01 0.00 0.03
H 1.498 -2.348 -4.316 0.01 0.01 -0.01
H 3.453 -0.820 -4.800 0.00 -0.01 0.00
H 3.929 1.033 -3.253 0.00 0.00 0.00
H 4.739 1.047 -1.237 0.02 0.01 0.02
H 5.520 2.489 0.639 0.00 0.00 -0.01
H 3.818 3.690 2.021 0.01 0.00 0.00
H 1.410 3.307 1.519 -0.03 -0.02 -0.01
C -2.439 -3.026 4.480 0.01 -0.01 0.03
P -2.744 -2.172 2.876 0.02 -0.04 0.05
C -3.758 -3.477 2.071 -0.03 0.02 0.00
C -4.081 -1.018 3.411 0.04 0.04 -0.06
C -4.772 -0.301 2.249 -0.06 0.01 0.03
P -3.683 0.749 1.189 -0.16 0.09 0.05
C -4.981 1.645 0.256 0.01 0.02 -0.02
C -3.196 2.065 2.374 0.00 0.03 0.00
H -3.364 -3.441 4.887 0.00 -0.01 -0.02
H -2.026 -2.348 5.229 0.00 0.03 -0.04
H -1.725 -3.838 4.338 -0.01 0.00 -0.02
H -4.552 -3.820 2.738 0.01 0.00 0.01
H -3.129 -4.327 1.807 0.02 0.00 0.01
H -4.217 -3.104 1.155 0.02 0.01 -0.02
H -3.627 -0.287 4.088 0.01 0.01 -0.01
H -4.821 -1.568 3.999 -0.01 -0.03 -0.02
H -5.573 0.335 2.637 0.01 0.02 0.00
H -5.253 -1.027 1.587 0.00 0.00 0.01
H -5.729 2.061 0.933 0.00 0.00 0.00
H -5.473 0.980 -0.455 0.01 -0.02 0.01
H -4.529 2.459 -0.312 0.00 -0.01 0.02
H -4.063 2.457 2.911 -0.01 -0.01 0.00
H -2.737 2.886 1.817 0.00 0.00 0.01
H -2.465 1.695 3.095 0.00 -0.02 -0.02
O -0.224 0.957 -2.541 0.00 -0.07 -0.06
C 0.887 1.467 -2.558 0.01 -0.19 0.29
C 0.973 2.897 -2.933 -0.05 0.15 0.01
C 2.065 3.450 -3.593 0.03 -0.04 -0.02
C 2.106 4.806 -3.874 -0.02 0.03 0.00
C 1.062 5.624 -3.471 0.00 -0.03 0.00
C -0.024 5.084 -2.795 0.03 -0.01 0.02
C -0.098 3.720 -2.522 0.02 0.06 -0.06
P -1.531 3.019 -1.597 0.00 -0.06 0.02
C -2.281 4.501 -0.829 0.00 0.03 0.00
C -3.556 4.978 -1.122 0.01 0.03 0.01
C -4.099 6.032 -0.394 -0.01 -0.02 -0.03
C -3.376 6.626 0.627 0.01 -0.01 0.01
C -2.102 6.158 0.929 0.01 -0.01 -0.02
C -1.567 5.099 0.214 -0.01 0.01 0.00
C -2.706 2.581 -2.923 0.00 0.01 0.04
C -2.891 3.371 -4.055 0.01 0.01 0.00
C -3.798 2.993 -5.033 -0.01 0.01 -0.02
C -4.528 1.820 -4.892 0.02 0.01 0.02
C -4.345 1.023 -3.772 0.00 0.00 0.01
C -3.435 1.403 -2.796 0.00 0.00 -0.04
H 2.871 2.810 -3.920 -0.01 -0.01 0.01
H 2.949 5.220 -4.411 0.00 0.01 0.01
H 1.085 6.684 -3.685 0.00 0.00 0.00
H -0.825 5.739 -2.478 -0.01 0.00 0.01
H -4.133 4.533 -1.923 0.01 -0.01 -0.01
H -5.091 6.391 -0.637 0.00 0.01 0.01
H -3.799 7.449 1.186 0.00 0.00 0.00
H -1.528 6.618 1.723 0.00 0.00 0.00
H -0.573 4.735 0.458 0.00 0.00 0.00
H -2.317 4.282 -4.179 -0.01 -0.01 0.00
H -3.931 3.613 -5.911 0.00 0.00 0.00
H -5.232 1.525 -5.659 0.00 0.00 0.00
H -4.900 0.100 -3.664 0.00 0.00 0.00
H -3.283 0.767 -1.929 0.01 0.00 -0.01
C 1.104 2.085 5.996 0.01 0.01 0.01
N 0.939 1.914 4.566 -0.02 0.00 -0.03
C 0.225 0.937 3.975 0.03 -0.05 0.02
N -0.445 0.072 4.786 0.01 -0.03 -0.03
O 0.146 0.842 2.743 -0.04 0.01 -0.22
H 1.684 2.986 6.174 0.00 0.00 0.00
H 1.642 1.248 6.447 0.00 0.00 0.00
H 0.140 2.207 6.490 0.00 0.00 0.00
H 1.451 2.498 3.927 0.01 0.01 0.02
H -0.200 -0.017 5.756 0.00 -0.01 0.00
H -0.782 -0.754 4.317 -0.01 0.02 0.01
```
Positions in Å, forces in eV/Å.

## Properties
- Charge: +1
- HOMO level: -0.3092 hartree

=====

Formula: C5H10NO
Source: the Open Molecules 2025 dataset
Level of theory: ωB97M-V with the def2-TZVPD basis set

XYZ file:
```
17
Properties=species:S:1:pos:R:3:forces:R:3
C 2.017 1.002 1.731 -1.55 -0.99 0.49
N 0.934 0.751 1.368 4.55 1.21 0.53
C -0.204 0.324 0.698 -3.46 -1.38 -1.54
C -1.206 -0.442 1.749 0.58 1.90 0.04
C 0.129 -0.834 -0.453 -0.06 0.65 1.42
O 0.847 -0.352 -1.520 -0.74 0.31 -0.25
C 0.088 0.304 -2.564 0.01 1.30 -1.37
H 3.036 1.091 2.282 -2.14 0.07 -1.32
H -0.726 1.194 0.042 1.31 -1.69 2.13
H -0.737 -1.323 2.274 -0.42 1.08 -0.74
H -2.048 -0.700 1.145 -0.36 -0.82 -0.51
H -1.714 0.271 2.460 1.16 -0.61 -0.35
H 0.720 -1.624 0.054 -0.29 0.39 -0.32
H -0.885 -1.233 -0.703 0.74 0.35 0.01
H 0.705 0.026 -3.547 -2.03 0.53 1.99
H 0.113 1.481 -2.489 0.25 -2.19 0.14
H -1.069 0.064 -2.528 2.45 -0.12 -0.37
```
Positions in Å, forces in eV/Å.

## Properties
- SMILES: C#[N+][C@H](C)COC
- Charge: +1
- HOMO level: -0.5081 hartree

=====

Formula: C2HFGdO2
Source: the Open Molecules 2025 dataset
Level of theory: ωB97M-V with the def2-TZVPD basis set

XYZ file:
```
7
Properties=species:S:1:pos:R:3:forces:R:3
C 0.541 0.002 -1.339 2.26 -3.72 -4.00
H 1.314 0.739 -1.599 -0.97 0.55 0.16
F 0.634 -0.775 -2.521 -1.13 0.62 1.81
O 0.499 0.934 0.326 0.26 -0.74 6.46
C 0.885 -0.289 0.365 0.22 -1.86 -4.77
O 1.198 -1.454 0.654 -1.28 4.67 1.15
Gd -1.739 -0.376 0.607 0.64 0.47 -0.80
```
Positions in Å, forces in eV/Å.

## Properties
- Multiplicity: 8
- Charge: +1
- HOMO level (spin up / spin down): -0.4682 / -0.4309 hartree

=====

Formula: C44H118N4O17
Source: the Open Molecules 2025 dataset
Level of theory: ωB97M-V with the def2-TZVPD basis set

XYZ file:
```
183
Properties=species:S:1:pos:R:3:forces:R:3
C 9.100 0.596 0.807 0.67 -1.00 -0.80
O 10.203 -0.325 0.487 -0.97 0.74 0.86
H 8.506 0.308 1.674 0.44 -0.42 0.25
H 9.512 1.588 0.996 -0.12 0.02 -0.28
H 8.401 0.548 -0.027 0.01 0.62 -0.05
H 10.061 -0.653 -0.404 -0.03 0.04 -0.04
C 6.114 -7.848 -2.490 -0.98 -0.08 -1.13
O 7.116 -6.987 -2.999 0.54 -0.12 0.62
H 5.551 -8.173 -3.365 -0.44 -0.34 0.12
H 6.456 -8.770 -2.020 0.67 0.39 0.10
H 5.407 -7.344 -1.832 0.14 0.13 0.25
H 6.742 -6.533 -3.757 0.08 0.06 0.03
C -1.205 2.155 -10.500 -0.30 0.95 -1.02
O -1.186 0.836 -10.057 0.05 -0.76 0.43
H -1.128 2.210 -11.586 0.09 -0.12 -0.30
H -2.174 2.598 -10.271 0.18 0.48 0.31
H -0.371 2.752 -10.130 -0.13 -0.17 0.46
H -2.111 0.603 -9.956 0.12 -0.44 0.19
C -4.980 3.814 -1.146 -0.78 -0.84 0.16
O -4.287 4.840 -0.483 -0.24 0.18 -0.12
H -5.704 3.351 -0.476 0.46 -0.09 0.63
H -5.679 4.099 -1.932 0.47 0.67 -0.55
H -4.301 3.041 -1.506 -0.02 -0.08 -0.14
H -3.756 5.293 -1.143 0.14 0.19 0.00
C 0.756 6.541 1.787 1.03 -2.72 2.46
O 1.714 7.497 1.547 0.46 1.98 -1.17
H -0.198 6.811 2.240 -0.21 0.72 -0.95
H 0.756 5.702 1.091 -0.70 0.56 -0.89
H 1.195 5.998 2.624 -0.36 -0.59 0.64
H 2.483 7.339 2.099 -0.16 0.04 -0.04
C -6.067 0.548 -7.879 0.36 -1.24 -0.58
O -5.125 0.154 -8.854 1.65 -0.32 -0.64
H -5.485 0.595 -6.959 -0.21 0.96 0.04
H -6.604 1.429 -8.232 -0.16 0.01 0.77
H -6.669 -0.346 -7.719 -0.93 0.40 0.00
H -5.284 0.384 -9.772 -0.68 0.22 0.34
C 9.548 -0.351 -4.777 0.42 -0.16 1.37
O 9.906 -1.191 -3.609 -0.58 0.84 -1.60
H 8.615 0.176 -4.575 -0.16 -0.12 -0.08
H 10.317 0.416 -4.876 0.10 -0.26 -0.09
H 9.459 -0.949 -5.683 0.11 0.05 0.03
H 9.304 -1.930 -3.731 0.07 -0.37 0.43
C 5.499 -4.529 4.390 -0.62 0.29 -0.10
O 5.739 -5.176 3.146 0.03 0.03 0.43
H 4.504 -4.799 4.743 0.08 -0.41 -0.08
H 6.223 -4.771 5.169 0.11 -0.09 -0.07
H 5.430 -3.448 4.272 0.36 0.22 -0.05
H 6.657 -5.015 2.918 0.04 -0.03 -0.14
O 6.969 -3.870 -6.380 0.11 -0.24 0.19
H 6.343 -3.146 -6.399 -0.37 0.32 0.02
H 7.614 -3.648 -7.051 0.15 0.01 -0.17
O -2.446 7.058 -3.432 -0.08 -0.27 0.09
H -1.666 7.603 -3.324 0.24 0.10 0.08
H -3.067 7.618 -3.897 -0.19 0.12 -0.12
O 5.254 5.170 -2.966 0.04 -0.21 0.10
H 5.062 6.004 -2.537 -0.05 0.20 0.17
H 5.212 5.367 -3.902 0.00 0.00 -0.25
O 4.507 -1.120 -6.518 0.32 -0.18 -0.01
H 3.858 -1.060 -7.220 -0.22 -0.09 -0.31
H 4.212 -0.486 -5.864 -0.06 0.15 0.33
O 1.928 -1.831 -9.483 0.30 0.06 0.09
H 1.570 -2.717 -9.527 -0.04 -0.24 0.00
H 1.159 -1.261 -9.480 -0.26 0.27 -0.04
C 3.098 -0.443 -0.131 0.79 1.75 -0.94
C 2.803 -1.133 -1.444 0.00 -2.64 -0.07
C 1.724 -2.167 -1.082 -0.91 -1.22 -0.90
C 0.278 -1.699 -1.010 1.10 0.16 0.34
C -0.087 -0.952 -2.258 -0.54 0.58 0.28
C 0.876 0.219 -2.606 0.03 -0.23 -0.21
N 2.313 -0.308 -2.564 -2.13 -1.98 -0.14
O 3.264 0.595 -2.958 0.17 0.85 0.09
C 0.531 0.641 -4.053 0.92 -0.70 -0.70
C 0.627 1.419 -1.664 0.88 -0.32 -0.15
C 4.072 -2.001 -1.935 -0.92 1.44 0.58
H 2.169 -0.016 0.247 0.15 -0.35 0.66
H 3.724 0.421 -0.357 0.26 0.42 0.17
H 3.731 -1.022 0.542 -0.67 -0.23 0.16
H 1.714 -2.930 -1.860 0.18 -0.14 -0.26
H 1.887 -2.734 -0.166 0.79 0.30 0.16
H 0.175 -1.073 -0.124 -0.29 0.22 0.06
H -0.359 -2.569 -0.851 -0.10 0.04 -0.06
H -1.073 -0.547 -2.029 -0.16 0.53 -0.42
H -0.264 -1.622 -3.100 0.49 -0.08 -0.13
H 0.788 -0.175 -4.728 -0.06 -0.43 0.12
H -0.526 0.831 -4.239 -0.04 0.19 0.50
H 1.128 1.441 -4.490 -0.04 0.46 0.61
H 1.580 1.936 -1.547 0.02 0.32 0.06
H -0.055 2.140 -2.115 -0.20 -0.16 0.26
H 0.330 1.102 -0.665 -0.28 0.13 -0.07
H 4.517 -2.490 -1.068 0.00 0.02 0.04
H 4.797 -1.308 -2.363 0.12 -0.17 -0.05
H 3.817 -2.774 -2.660 -0.23 0.27 -0.07
H 3.354 1.113 -2.154 0.70 0.97 -0.01
C 2.961 7.366 6.397 -0.11 1.21 -0.60
C 4.083 6.321 6.441 0.28 -0.36 -0.93
C 3.418 5.015 6.833 0.20 -1.45 1.20
C 4.332 3.784 6.700 0.77 -0.34 -1.72
C 4.806 3.596 5.186 0.05 0.81 1.65
C 5.418 4.908 4.608 -0.19 -0.80 1.10
N 4.633 6.082 5.048 -2.39 -2.84 1.31
O 4.950 7.201 4.397 0.90 2.06 -0.67
C 6.957 4.966 5.066 -0.15 0.23 -0.82
C 5.231 4.698 3.074 1.15 1.33 0.56
C 5.172 6.747 7.473 -0.43 -0.99 0.00
H 2.139 7.295 7.109 0.34 -0.76 0.45
H 2.445 7.408 5.437 0.27 -0.26 -0.22
H 3.331 8.377 6.569 0.28 0.08 -0.16
H 3.087 5.105 7.868 0.25 0.09 0.35
H 2.460 4.831 6.347 0.21 0.23 -0.72
H 3.969 2.828 7.079 -0.87 0.14 -0.19
H 5.237 3.850 7.303 0.21 0.65 0.01
H 4.047 3.256 4.481 -0.42 -0.02 0.59
H 5.604 2.854 5.165 -0.04 -0.14 -0.03
H 7.609 4.648 4.253 -0.02 0.38 -0.37
H 7.278 5.954 5.398 -0.11 0.26 -0.34
H 7.341 4.319 5.854 -0.99 -0.32 0.43
H 5.309 5.653 2.553 0.37 0.01 -0.08
H 6.087 4.074 2.820 -0.39 -0.24 -0.64
H 4.262 4.299 2.775 0.16 -0.29 0.38
H 5.958 5.993 7.516 0.20 0.11 -0.22
H 4.722 6.689 8.464 -0.12 0.37 0.09
H 5.610 7.736 7.340 -0.14 0.00 -0.23
H 5.698 7.531 4.901 0.67 0.84 -0.26
C -3.445 -1.241 5.113 -1.50 0.62 -0.69
C -4.530 -0.134 4.669 -0.16 -0.46 -0.03
C -5.842 -0.275 5.521 0.21 -0.29 -0.20
C -5.772 0.312 6.939 0.89 0.00 -1.03
C -5.250 1.762 6.856 -0.97 -1.54 1.31
C -3.941 1.922 6.109 -0.10 1.11 -0.35
N -4.030 1.267 4.760 -4.39 -0.59 3.21
O -3.000 1.522 3.989 3.30 0.41 -2.05
C -3.828 3.485 5.972 0.01 -0.48 -0.48
C -2.769 1.471 7.012 0.56 -0.71 -1.07
C -5.016 -0.416 3.169 1.19 0.76 0.56
H -3.569 -1.533 6.155 0.05 0.21 0.06
H -2.409 -0.958 4.925 -0.16 0.13 -0.13
H -3.715 -2.111 4.514 0.38 -0.22 0.05
H -6.669 0.112 4.925 0.01 0.63 0.15
H -6.084 -1.337 5.526 0.20 -0.27 0.28
H -5.047 -0.280 7.495 0.19 -0.05 0.12
H -6.687 0.241 7.527 -0.23 0.08 -0.36
H -5.075 1.998 7.905 0.23 0.52 0.04
H -6.067 2.421 6.559 0.21 0.09 -0.59
H -4.073 3.934 6.934 0.51 -0.07 0.21
H -2.858 3.815 5.600 0.09 -0.05 0.24
H -4.579 3.928 5.317 -0.14 -0.44 -0.34
H -1.816 1.678 6.524 0.08 0.83 0.04
H -2.821 1.919 8.004 0.09 -0.03 -0.13
H -2.631 0.391 7.063 -0.80 -0.21 0.48
H -5.375 -1.428 2.978 0.04 -0.05 0.43
H -4.190 -0.238 2.481 0.26 -0.23 0.00
H -5.778 0.285 2.830 -0.21 0.09 0.45
H -3.366 1.974 3.225 0.17 0.22 -0.21
C -9.515 -5.984 -3.308 0.50 0.73 -0.33
C -8.923 -6.647 -2.089 -0.69 -0.45 0.63
C -8.537 -8.081 -2.468 -0.27 -0.35 0.88
C -7.319 -8.232 -3.294 0.60 -0.18 -1.43
C -6.140 -7.525 -2.721 -0.39 0.30 1.34
C -6.427 -6.055 -2.204 -0.62 -0.59 -0.48
N -7.732 -5.961 -1.457 0.33 -2.98 -0.55
O -8.005 -4.648 -1.092 -0.21 -0.09 -0.52
C -5.353 -5.721 -1.186 0.45 0.86 0.31
C -6.415 -5.140 -3.436 0.54 -0.49 -0.52
C -10.022 -6.668 -1.016 0.51 -1.10 0.33
H -10.499 -6.350 -3.600 0.14 -0.38 0.19
H -8.807 -6.121 -4.126 -0.36 0.44 -0.28
H -9.687 -4.935 -3.069 0.09 0.35 -0.44
H -8.393 -8.595 -1.517 0.09 -0.30 0.08
H -9.291 -8.631 -3.030 -0.74 0.41 0.39
H -7.474 -7.965 -4.339 -0.33 0.62 -0.14
H -7.066 -9.282 -3.439 -0.01 -0.28 0.42
H -5.322 -7.612 -3.435 0.28 0.63 0.21
H -5.884 -8.125 -1.848 0.41 0.13 0.25
H -5.562 -6.117 -0.192 -0.15 -0.52 -0.25
H -4.369 -6.056 -1.515 0.01 -0.08 -0.06
H -5.274 -4.652 -0.988 -0.06 0.20 -0.32
H -5.363 -4.994 -3.681 0.02 0.82 0.09
H -6.774 -5.623 -4.345 -0.30 -0.38 0.16
H -7.014 -4.232 -3.365 0.57 0.28 0.25
H -9.703 -7.260 -0.158 0.75 0.78 0.55
H -10.837 -7.353 -1.247 -0.57 0.70 -0.99
H -10.296 -5.641 -0.774 -0.35 -0.36 0.26
H -8.318 -4.328 -1.941 -0.23 1.25 -0.04
```
Positions in Å, forces in eV/Å.

## Properties
- HOMO level: -0.2927 hartree

=====

The ΔE to the lowest compared entry with this formula, charge and spin results, record by record, are as follows: 77.52 415.32 317.99 584.03 kJ/mol.